77
Properties=species:S:1:pos:R:3:lowdin_charge:R:1 method="wB97M-V/def2-TZVPD" homo_energy_ev=-0.23 total_charge=-2 e_tot_ev=-71785.8594 lumo_energy_ev=4.2 molar_mass_g_mol=831.83 multiplicity=1
C 10.6905 19.1301 11.3301 -0.139
C 11.9338 19.6699 11.6941 -0.117
C 11.3732 9.0088 8.8117 -0.104
H 5.1818 18.6301 15.5250 0.092
C 5.4431 13.4003 11.1734 -0.226
C 12.2013 8.1284 11.6684 -0.175
O 9.9076 10.8230 7.9453 -0.021
C 13.0573 11.5431 12.7321 -0.080
C 7.6033 16.8887 13.8491 -0.139
H 10.0230 19.6435 10.6327 0.083
B 10.4977 12.0769 8.2293 -0.674
C 11.8457 11.7849 11.9797 -0.351
H 14.0480 11.6281 14.6020 0.092
H 7.0586 14.4001 7.1751 0.117
H 14.5083 8.6114 10.1332 0.004
C 5.6200 18.8229 13.4208 -0.131
C 14.0635 9.5695 9.9844 -0.185
H 12.0862 12.4188 15.8617 0.078
N 6.8735 13.8581 9.1588 -0.103
H 4.4281 13.0498 10.9198 0.101
C 12.0242 12.3165 14.7811 -0.175
C 5.7621 14.2432 9.9153 -0.561
H 13.0243 17.2146 13.7832 0.103
H 14.1276 9.8089 8.9229 0.025
H 6.1704 18.7084 11.3243 0.097
H 10.4456 7.4222 5.2949 0.094
O 9.4549 15.0019 9.2342 -0.425
C 8.6819 15.3553 8.2049 -0.731
N 6.4550 12.3824 11.2870 -0.099
C 6.8635 17.3807 14.8913 -0.117
H 6.6154 12.1146 12.2700 0.063
H 13.7839 19.4165 12.8284 0.097
C 10.8916 12.6778 14.0980 -0.072
H 13.8630 10.9911 12.2859 0.061
H 12.2220 13.9868 6.4286 0.091
C 11.2908 13.4192 6.5334 -0.108
C 6.3829 18.3892 12.3676 -0.155
Si 12.2456 9.6272 10.4450 0.527
C 10.5755 9.6256 7.8087 -0.241
H 6.9774 16.9322 15.8547 0.084
H 11.2034 7.7752 11.8264 0.008
Sn 8.9672 12.7751 9.8696 1.305
C 12.3649 17.7878 13.1150 -0.111
C 10.9672 12.6422 12.7222 -0.190
H 5.3529 14.1227 11.9733 0.104
F 10.2836 13.6123 11.9261 -0.147
H 14.6410 10.3390 10.5398 0.022
H 12.0171 6.1864 6.9362 0.086
Te 8.6030 16.8886 10.9672 1.570
C 13.0988 11.8072 14.0691 -0.169
H 9.0927 9.2480 6.2718 0.118
H 12.8452 7.3224 11.2737 0.012
H 8.2896 16.0532 13.9670 0.094
N 11.4804 11.1388 10.8721 -0.053
H 10.8344 16.2785 13.1986 0.092
H 12.3105 7.1027 9.2035 0.081
C 11.1367 17.2361 12.7667 -0.127
H 4.8217 19.5561 13.3075 0.093
H 6.5615 15.7278 8.3033 0.097
C 12.7813 19.0074 12.5927 -0.120
H 12.2326 20.6604 11.3492 0.087
C 11.4919 7.1132 7.1822 -0.132
C 11.8042 7.6876 8.4137 -0.115
C 10.0120 8.9182 6.7363 -0.034
H 12.6365 8.3941 12.6172 0.008
C 7.4317 17.4706 12.5756 -0.548
H 10.4299 14.1142 6.6495 0.075
C 10.6131 7.7595 6.3192 -0.123
H 11.1263 12.7337 5.6725 0.089
O 4.9846 15.1587 9.6517 -0.056
C 7.1928 14.8474 8.1830 -0.224
H 6.2005 11.5072 10.8007 0.066
O 11.6137 12.7254 7.7110 -0.057
O 9.1488 16.0210 7.3008 -0.017
C 5.8068 18.2847 14.6890 -0.111
H 9.9688 12.9912 14.6231 0.115
C 10.2917 17.8736 11.8446 -0.466